1.
The following is a quantum chemistry calculation of a 2-piece molecular cluster, C3H9N3O overall at a distorted geometry, from the OMol25 dataset.

Values from the calculation:
**HOMO energy**: -8.149 eV
**Total charge**: 0
**Energy**: -359.05314 Ha
**LUMO level**: 0.08 eV
**Structure (SMILES)**: CN(N)N.C=C=O
**Kohn-Sham gap**: 8.23 eV

Element x y z (Å)
C -1.877 0.113 0.843
N -1.074 -0.446 -0.217
N -0.534 -1.704 0.077
N -0.430 0.303 -1.416
H -2.120 -0.625 1.607
H -1.337 0.888 1.400
H -2.786 0.542 0.427
H -0.429 -2.232 -0.782
H 0.389 -1.603 0.509
H -0.211 1.285 -1.232
H -1.189 0.401 -2.081
C 2.708 0.339 -0.032
C 1.543 0.828 0.358
O 0.905 1.761 0.735
H 2.816 -0.610 -0.527
H 3.626 0.760 0.332

---

2.
The following is a quantum chemistry calculation of one molecule with the formula C3H10N2OS at a distorted geometry, from the OMol25 dataset.

Values from the calculation:
**HOMO energy (spin up / spin down)**: -3.513 / -10.018 eV
**Total charge**: 0
**Spin multiplicity**: 3
**Energy**: -702.90608 Ha
**LUMO level (spin up / spin down)**: 0.72 / -1.89 eV
**Kohn-Sham gap (spin up / spin down)**: 4.23 / 8.13 eV

Element x y z (Å)
C 0.363 2.303 0.012
C -0.336 -1.434 -1.390
C -0.604 1.230 -0.473
N 1.244 -0.509 0.944
N 1.233 -1.312 2.072
O -1.375 -1.008 1.073
S -0.255 -0.505 0.198
H 0.091 3.194 -0.681
H 0.328 2.559 1.032
H 1.350 1.878 -0.405
H 0.518 -1.811 -1.823
H -0.869 -2.395 -1.170
H -1.000 -1.133 -2.152
H -0.595 1.104 -1.561
H -1.545 1.409 0.029
H 0.263 -1.248 2.439
H 1.189 -2.322 1.855

---

3.
The following is a quantum chemistry calculation of a 2-piece molecular cluster, C3H7N overall at a distorted geometry, from the OMol25 dataset.

Values from the calculation:
**HOMO energy (spin up / spin down)**: -11.601 / -11.601 eV
**Total charge**: +1
**Spin multiplicity**: 2
**Energy**: -172.78877 Ha
**LUMO level (spin up / spin down)**: -7.15 / -10.14 eV
**Kohn-Sham gap (spin up / spin down)**: 4.45 / 1.46 eV

Element x y z (Å)
C -0.169 1.454 -3.280
C 0.585 1.977 -4.274
H 0.066 1.104 -2.274
H -1.195 1.161 -3.533
H 1.588 2.286 -4.116
H 0.213 1.902 -5.295
C -0.609 -1.933 4.428
N 0.383 -1.442 4.985
H -0.799 -1.500 3.431
H -1.121 -2.920 4.563
H 1.059 -2.089 5.365

---

4.
The following is a quantum chemistry calculation of a 2-piece molecular cluster, C6H12N2OS overall at a distorted geometry, from the OMol25 dataset.

Values from the calculation:
**HOMO energy**: -8.201 eV
**Total charge**: 0
**Energy**: -818.67839 Ha
**LUMO level**: 0.60 eV
**Structure (SMILES)**: CC/C(C)=C(/N)O.N=C=S
**Kohn-Sham gap**: 8.80 eV

Element x y z (Å)
C 0.111 -1.823 0.284
C 0.895 -0.539 0.361
C -0.072 0.640 0.103
C -0.500 1.498 1.229
C -0.780 0.688 -1.024
N -1.725 1.666 -1.272
O -0.506 -0.130 -2.070
H 0.133 -2.518 -0.545
H 0.456 -2.474 1.077
H -0.970 -1.562 0.289
H 1.595 -0.476 -0.541
H 1.392 -0.440 1.285
H -1.152 2.312 0.841
H 0.304 1.889 1.856
H -1.131 0.931 1.923
H -2.593 1.405 -0.797
H -1.952 1.468 -2.232
H 0.095 -0.729 -1.768
N 1.330 2.171 -2.166
C 1.401 2.398 -0.980
S 2.068 2.962 0.328
H 0.515 1.987 -2.613

---

5.
The following is a quantum chemistry calculation of one molecule with the formula C5H6INO at a distorted geometry, from the OMol25 dataset.

Values from the calculation:
**HOMO energy (spin up / spin down)**: -8.223 / -8.225 eV
**Total charge**: 0
**Energy**: -621.65145 Ha
**LUMO level (spin up / spin down)**: -0.08 / -0.08 eV
**Kohn-Sham gap (spin up / spin down)**: 8.14 / 8.14 eV

Element x y z (Å)
C -1.515 -0.028 0.081
C -0.934 0.927 0.836
C 0.647 -0.782 0.558
C -0.482 -0.898 -0.418
C 0.546 0.744 0.711
N 0.388 0.534 -1.611
O 0.947 1.239 -0.601
I 1.795 -0.492 -2.760
H -2.557 -0.124 -0.162
H -1.400 1.769 1.311
H 0.394 -1.257 1.504
H 1.612 -1.143 0.206
H -0.638 -1.732 -1.078
H 1.197 1.244 1.423

---

6.
The following is a quantum chemistry calculation of a 2-piece molecular cluster, C3H9O2 overall at a distorted geometry, from the OMol25 dataset.

Values from the calculation:
**HOMO energy**: -2.865 eV
**Total charge**: -1
**Energy**: -270.10420 Ha
**LUMO level**: 4.36 eV
**Kohn-Sham gap**: 7.22 eV

Element x y z (Å)
C -0.318 2.892 1.306
O -0.629 1.992 0.361
H 0.776 2.676 1.495
H -0.370 4.105 1.021
H -1.002 2.818 2.142
C 0.048 -1.188 -0.812
O 0.174 -0.381 0.308
C 0.376 -2.683 -0.871
H -1.053 -1.338 -1.008
H 0.419 -0.684 -1.829
H -0.297 1.042 0.679
H -0.302 -3.553 -0.977
H 1.059 -2.772 -1.760
H 1.119 -2.927 -0.055

---

7.
The following is a quantum chemistry calculation of one molecule with the formula C4H7N3O at a distorted geometry, from the OMol25 dataset.

Values from the calculation:
**HOMO energy**: -7.277 eV
**Total charge**: 0
**Energy**: -396.13306 Ha
**LUMO level**: 0.69 eV
**Structure (SMILES)**: Cc1[nH]c(=O)[nH]c1N
**Kohn-Sham gap**: 7.97 eV

Element x y z (Å)
C -1.380 -1.373 0.370
C -0.427 -0.355 -0.117
N -0.886 0.593 -1.079
C 0.103 1.579 -1.337
O 0.053 2.521 -2.097
N 1.130 1.243 -0.385
C 0.764 0.084 0.305
N 1.568 -0.372 1.315
H -2.264 -0.894 0.793
H -0.978 -1.893 1.403
H -1.698 -2.180 -0.275
H -1.510 0.436 -1.821
H 1.762 1.940 -0.129
H 1.164 -1.114 1.889
H 2.599 -0.215 1.166

---

8.
The following is a quantum chemistry calculation of C31H20CaF4N8 as an isolated structure at a distorted geometry, from the OMol25 dataset.

Values from the calculation:
**HOMO energy (spin up / spin down)**: -14.237 / -14.248 eV
**Total charge**: +2
**Energy**: -2707.95446 Ha
**LUMO level (spin up / spin down)**: -8.16 / -8.14 eV
**Kohn-Sham gap (spin up / spin down)**: 6.08 / 6.11 eV

Element x y z (Å)
Ca -1.644 0.706 0.008
C -3.507 -0.642 -2.192
C -3.955 -1.675 -1.162
C -4.227 -1.243 0.259
C -5.051 -2.041 1.050
C -5.300 -1.681 2.360
C -4.731 -0.515 2.858
C -3.936 0.229 2.010
N -3.678 -0.127 0.744
N -2.122 -0.142 -2.098
C -1.116 -1.184 -2.346
C -0.841 -2.086 -1.164
C -0.559 -3.432 -1.356
C -0.294 -4.228 -0.253
C -0.332 -3.654 1.010
C -0.615 -2.305 1.109
N -0.852 -1.528 0.052
C -1.941 0.959 -3.059
C -0.789 1.879 -2.732
C 0.053 2.337 -3.734
C 1.022 3.279 -3.423
C 1.120 3.728 -2.117
C 0.258 3.197 -1.171
N -0.676 2.293 -1.461
H -4.160 0.233 -2.121
H -3.659 -1.076 -3.191
H -3.278 -2.534 -1.145
H -4.899 -2.076 -1.547
H -5.493 -2.933 0.632
H -5.936 -2.292 2.983
H -4.910 -0.185 3.868
H -3.488 1.156 2.354
H -0.179 -0.676 -2.611
H -1.402 -1.794 -3.217
H -0.557 -3.847 -2.352
H -0.075 -5.278 -0.375
H -0.151 -4.237 1.899
H -0.661 -1.819 2.078
H -2.858 1.560 -3.052
H -1.826 0.568 -4.079
H -0.059 1.975 -4.744
H 1.683 3.657 -4.187
H 1.846 4.473 -1.832
H 0.308 3.514 -0.135
F 4.156 0.072 4.454
C 4.177 0.484 3.197
C 5.366 0.680 2.572
F 6.482 0.456 3.233
C 5.468 1.152 1.203
C 4.188 1.324 0.542
C 3.014 1.132 1.176
F 1.868 1.300 0.483
C 2.911 0.732 2.554
C 1.708 0.589 3.204
C 0.470 0.884 2.585
N -0.540 1.101 2.080
C 1.538 0.117 4.538
N 1.313 -0.316 5.573
F 4.165 1.667 -0.736
C 6.665 1.433 0.594
C 7.935 1.254 1.209
N 8.985 1.101 1.639
C 6.762 1.950 -0.729
N 6.837 2.377 -1.789

---

> energy of number 6 (C3H9O2)?

-270.10420 Ha

---

> Look up the energy of the fourth one.

-818.67839 Ha

---

> energy of number 3 (C3H7N)?

-172.78877 Ha

---

> Number 7 is which compound?

C4H7N3O